The following is a DFT calculation (ωB97M-V/def2-TZVPD) of the ion C7H13IN2 with charge +2.

Properties
Total charge: +2
Max |F|: 0.144 Eh/bohr
Energy above the lowest of the compared OMol25 structures with the same formula, charge and spin: 67.2 kcal per mole
SMILES string: C[N+](C)=C(I)C#C[NH+](C)C
LUMO level: -9.016 eV
Total energy: -680.912445 Eh
Kohn-Sham gap: 8.259 eV

Last column: natural (NBO) charge in e.
Geometry (Å):
C (1.100, 1.656, -3.260)  -0.44
N (0.976, 1.188, -1.938)  -0.22
C (2.235, 1.005, -1.208)  -0.44
C (-0.267, 0.701, -1.457)  0.13
I (-2.052, 0.527, -2.580)  0.46
C (-0.433, 0.129, -0.152)  -0.07
C (-0.665, -0.256, 0.968)  0.24
N (-0.815, -0.694, 2.250)  -0.41
C (-2.306, -0.841, 2.370)  -0.39
C (-0.256, -2.117, 2.262)  -0.42
H (2.013, 1.270, -3.501)  0.23
H (1.216, 2.705, -3.504)  0.27
H (0.334, 1.386, -3.852)  0.24
H (2.819, 0.292, -1.781)  0.26
H (2.049, 0.932, -0.076)  0.25
H (2.720, 1.989, -1.408)  0.26
H (-0.558, 0.075, 2.889)  0.49
H (-2.650, -1.907, 1.984)  0.26
H (-2.605, -0.776, 3.322)  0.24
H (-2.665, 0.028, 1.812)  0.24
H (-0.941, -2.829, 2.707)  0.26
H (0.100, -2.468, 1.242)  0.27
H (0.649, -1.995, 2.910)  0.26



The following is a DFT calculation (ωB97M-V/def2-TZVPD) of a cluster of 7 separate species, C23H58N2O7 in total.

Properties
Max |F|: 0.045 Eh/bohr
Energy above the lowest of the compared OMol25 structures with the same formula, charge and spin: 34.5 kcal per mole
SMILES string: CC1(C)CCCC(C)(C)N1O.CC1(C)CCCC(C)(C)N1O.CO.CO.CO.CO.CO
LUMO level: 0.343 eV
Total energy: -1547.100116 Eh
Kohn-Sham gap: 8.216 eV

Last column: Mulliken charge in e.
Geometry (Å):
C (1.232, 2.980, 5.719)  -2.02
C (0.343, 2.934, 4.462)  1.67
C (1.229, 2.656, 3.243)  -1.36
C (-0.572, 1.707, 4.727)  -1.32
C (-1.624, 1.571, 3.604)  0.83
C (-2.447, 2.861, 3.506)  -1.44
C (-1.606, 4.162, 3.381)  1.69
C (-1.054, 4.324, 1.976)  -1.49
C (-2.558, 5.313, 3.723)  -1.84
N (-0.546, 4.089, 4.396)  0.16
O (0.225, 5.277, 4.380)  -0.51
H (0.590, 3.117, 6.591)  0.45
H (1.908, 2.136, 5.828)  0.33
H (1.872, 3.869, 5.718)  0.48
H (0.766, 2.121, 2.415)  -0.03
H (1.642, 3.578, 2.828)  0.31
H (2.109, 2.053, 3.483)  0.34
H (0.119, 0.864, 4.657)  0.31
H (-1.176, 1.769, 5.632)  0.40
H (-1.046, 1.448, 2.689)  -0.35
H (-2.354, 0.778, 3.762)  0.01
H (-3.100, 2.953, 4.373)  0.48
H (-3.053, 2.794, 2.598)  0.32
H (-0.355, 5.143, 1.826)  0.22
H (-1.920, 4.568, 1.348)  0.45
H (-0.663, 3.383, 1.603)  0.36
H (-3.334, 5.564, 2.990)  0.36
H (-2.013, 6.213, 4.007)  0.37
H (-3.279, 5.135, 4.533)  0.41
H (0.316, 5.557, 5.296)  0.35
C (-0.113, -4.753, -5.015)  -1.80
C (1.013, -3.743, -5.354)  1.64
C (2.338, -4.488, -5.515)  -2.05
C (0.709, -3.150, -6.737)  -1.21
C (-0.244, -1.957, -6.812)  -0.75
C (0.163, -0.895, -5.802)  -1.15
C (0.257, -1.485, -4.382)  1.71
C (0.832, -0.373, -3.491)  -1.63
C (-1.091, -1.855, -3.766)  -1.77
N (1.178, -2.633, -4.434)  0.44
O (1.625, -3.061, -3.177)  -0.49
H (-1.108, -4.537, -5.405)  0.32
H (0.116, -5.758, -5.375)  0.48
H (-0.175, -4.816, -3.925)  0.32
H (2.560, -4.935, -4.537)  0.41
H (2.275, -5.393, -6.119)  0.44
H (3.099, -3.763, -5.789)  0.47
H (1.586, -2.990, -7.371)  0.43
H (0.174, -3.883, -7.356)  0.39
H (-0.362, -1.480, -7.789)  0.43
H (-1.289, -2.220, -6.612)  0.30
H (-0.670, -0.188, -5.708)  0.46
H (1.049, -0.356, -6.134)  0.35
H (1.833, -0.114, -3.841)  0.42
H (0.869, -0.706, -2.455)  -0.12
H (0.190, 0.493, -3.640)  0.57
H (-1.682, -0.934, -3.682)  0.47
H (-1.046, -2.299, -2.772)  0.30
H (-1.753, -2.492, -4.359)  0.30
H (2.406, -2.529, -2.966)  0.29
C (-2.757, 1.692, -0.497)  0.10
O (-4.074, 1.668, -1.027)  -0.57
H (-2.090, 1.029, -1.034)  0.09
H (-2.471, 2.756, -0.553)  0.28
H (-2.731, 1.520, 0.588)  -0.20
H (-4.686, 2.161, -0.480)  0.30
C (3.331, -1.308, -0.504)  0.03
O (4.219, -1.582, -1.585)  -0.55
H (3.659, -0.348, -0.094)  0.30
H (2.305, -1.285, -0.858)  -0.39
H (3.425, -2.094, 0.251)  0.32
H (5.132, -1.567, -1.301)  0.29
C (-3.135, -2.799, 2.023)  -0.70
O (-2.705, -1.746, 2.887)  -0.45
H (-3.789, -3.544, 2.466)  0.31
H (-3.576, -2.381, 1.109)  0.29
H (-2.221, -3.224, 1.603)  0.26
H (-3.497, -1.322, 3.232)  0.27
C (4.059, -0.732, 3.965)  -0.06
O (3.270, -1.696, 3.281)  -0.50
H (4.945, -0.458, 3.388)  0.24
H (3.383, 0.101, 4.174)  -0.24
H (4.507, -1.077, 4.906)  0.26
H (2.346, -1.494, 3.435)  0.33
C (-0.173, -0.943, 0.573)  -0.73
O (0.050, -0.799, 1.979)  -0.30
H (-1.237, -1.032, 0.368)  0.27
H (0.402, -0.133, 0.109)  0.31
H (0.437, -1.785, 0.215)  0.28
H (-0.719, -1.201, 2.402)  0.19



The following is a DFT calculation (ωB97M-V/def2-TZVPD) of the molecule C8H11BrO2S.

Properties
Max |F|: 0.067 Eh/bohr
Energy above the lowest of the compared OMol25 structures with the same formula, charge and spin: 82.1 kcal per mole
SMILES string: CC1=[S@@](=O)([C@H]2C[C@H]2C)OC(Br)=C1
LUMO level: 0.662 eV
Total energy: -3433.915192 Eh
Kohn-Sham gap: 8.186 eV

Last column: natural (NBO) charge in e.
Geometry (Å):
C (1.537, 1.714, 1.185)  -0.65
C (0.995, 0.354, 1.307)  -0.42
S (-0.588, 0.061, 0.703)  1.85
O (-1.456, 1.167, 0.358)  -0.90
C (-0.693, -1.084, -0.737)  -0.43
C (-1.895, -0.857, -1.688)  -0.41
C (-0.476, -0.653, -2.128)  -0.24
C (0.052, 0.764, -2.301)  -0.61
O (-0.688, -1.347, 1.640)  -0.65
C (0.305, -1.458, 2.527)  0.16
Br (-0.152, -2.213, 4.220)  0.04
C (1.273, -0.487, 2.354)  -0.27
H (0.654, 2.435, 0.837)  0.25
H (2.323, 1.798, 0.405)  0.22
H (2.095, 2.056, 2.130)  0.23
H (-0.427, -2.092, -0.514)  0.25
H (-2.516, -1.688, -2.148)  0.22
H (-2.591, -0.081, -1.578)  0.24
H (-0.158, -1.446, -2.768)  0.23
H (0.961, 0.796, -2.876)  0.22
H (0.094, 1.257, -1.215)  0.20
H (-0.686, 1.399, -2.735)  0.22
H (2.038, -0.396, 3.023)  0.23



The following is a DFT calculation (ωB97M-V/def2-TZVPD) of a structure of composition C4H12ClO4Y.

Properties
Total charge: +2
Max |F|: 0.063 Eh/bohr
Energy above the lowest of the compared OMol25 structures with the same formula, charge and spin: 0.0 kcal per mole
LUMO level: -10.215 eV
Total energy: -958.464317 Eh
Kohn-Sham gap: 4.517 eV

Last column: Mulliken charge in e.
Geometry (Å):
Y (-0.881, 1.143, -2.488)  1.71
Cl (-1.228, 0.846, 0.039)  -0.29
C (0.517, 1.586, 3.899)  -0.18
C (1.332, 1.901, 2.687)  -0.56
O (1.638, 0.722, 1.947)  -0.46
O (-0.807, 1.195, 3.600)  -0.45
H (0.467, 2.452, 4.558)  0.33
H (1.004, 0.768, 4.442)  0.25
H (2.284, 2.348, 2.966)  0.34
H (0.774, 2.619, 2.064)  0.27
H (0.814, 0.275, 1.733)  0.28
H (-0.851, 1.025, 2.654)  0.19
C (-0.100, -1.917, -2.138)  -0.49
C (-0.946, -2.054, -3.339)  -0.19
O (-1.722, -0.793, -3.573)  -0.48
O (0.663, -0.643, -2.267)  -0.45
H (0.576, -2.772, -2.154)  0.44
H (-0.640, -1.897, -1.191)  0.35
H (-1.654, -2.867, -3.215)  0.37
H (-0.317, -2.194, -4.217)  0.35
H (-2.447, -1.014, -4.177)  0.33
H (1.524, -0.731, -1.829)  0.34



The following is a DFT calculation (ωB97M-V/def2-TZVPD) of a structure of composition C40H26CoIN9O.

Properties
Total charge: -2
Max |F|: 0.149 Eh/bohr
2S+1: 2
LUMO level (alpha / beta): 3.638 / 3.638 eV
Total energy: -3788.363651 Eh
Kohn-Sham gap (alpha / beta): 2.932 / 3.311 eV

Last column: Mulliken charge in e.
Geometry (Å):
Co (0.147, 0.125, -0.029)  -0.80
C (-6.174, -0.881, 0.580)  -0.61
C (-6.066, -1.284, -0.786)  -0.55
C (-4.841, -1.251, -1.419)  -0.68
C (-3.733, -0.783, -0.696)  0.79
C (-2.427, -0.616, -1.154)  -0.57
N (-1.723, -0.102, -0.127)  0.47
C (-2.495, 0.025, 0.995)  -0.18
N (-2.218, 0.541, 2.200)  -0.59
C (-0.930, 0.771, 2.400)  -0.19
C (-0.629, 1.426, 3.655)  0.18
C (-1.481, 2.008, 4.588)  -0.67
C (-0.932, 2.575, 5.721)  -0.58
C (0.479, 2.570, 5.917)  -0.61
C (1.301, 2.000, 4.965)  -0.41
C (0.730, 1.402, 3.822)  0.46
C (1.234, 0.773, 2.620)  -1.23
N (2.506, 0.577, 2.387)  -0.87
C (2.760, 0.295, 1.086)  -0.25
N (1.988, 0.362, -0.092)  0.78
C (2.823, 0.127, -1.155)  -0.76
N (2.595, 0.036, -2.486)  -0.74
C (1.342, -0.067, -2.816)  -0.68
N (0.267, -0.323, -1.906)  0.57
C (-0.807, -0.508, -2.695)  -1.08
N (-2.092, -0.756, -2.452)  -0.59
C (-0.536, -0.164, -4.041)  1.17
C (-1.429, 0.042, -5.116)  -0.87
C (-0.931, 0.536, -6.303)  -0.45
C (0.440, 0.897, -6.399)  -0.57
C (1.272, 0.763, -5.308)  -0.33
C (0.790, 0.189, -4.125)  0.27
C (4.018, -0.327, -0.631)  1.06
C (5.030, -1.006, -1.353)  -0.93
C (6.099, -1.535, -0.672)  -0.47
C (6.133, -1.453, 0.761)  -0.54
C (5.083, -0.871, 1.442)  -0.41
C (4.014, -0.286, 0.739)  0.45
N (0.183, 0.499, 1.719)  1.43
C (-3.820, -0.389, 0.625)  0.06
C (-5.065, -0.459, 1.284)  -0.46
H (-7.149, -0.922, 1.075)  0.35
H (-6.959, -1.628, -1.317)  0.36
H (-4.718, -1.541, -2.469)  0.43
H (-2.563, 2.003, 4.412)  0.46
H (-1.576, 3.042, 6.471)  0.37
H (0.906, 3.023, 6.814)  0.36
H (2.391, 1.991, 5.081)  0.45
H (-2.487, -0.208, -4.989)  0.46
H (-1.589, 0.696, -7.160)  0.37
H (0.826, 1.318, -7.330)  0.34
H (2.328, 1.057, -5.355)  0.44
H (4.941, -1.081, -2.446)  0.41
H (6.896, -2.072, -1.201)  0.35
H (6.963, -1.910, 1.315)  0.34
H (5.063, -0.855, 2.544)  0.40
H (-5.140, -0.157, 2.336)  0.45
C (0.670, 3.377, 0.938)  -0.80
O (-0.361, 3.058, 0.000)  -0.35
C (-0.488, 1.900, -0.573)  0.60
C (-1.541, 2.035, -1.623)  -0.75
H (0.134, 3.492, 1.911)  0.27
H (1.100, 4.339, 0.610)  0.39
H (1.426, 2.611, 1.109)  0.26
H (-1.938, 3.072, -1.623)  0.47
H (-2.406, 1.347, -1.652)  0.31
H (-1.026, 1.824, -2.613)  -0.01
I (-1.411, -4.146, 3.567)  -0.08
C (-0.315, -3.412, 1.798)  -0.48
C (0.352, -4.396, 1.072)  -0.24
C (1.022, -3.841, -0.014)  -1.19
C (1.019, -2.470, -0.244)  0.82
N (0.419, -1.530, 0.465)  1.29
C (-0.341, -2.090, 1.546)  0.58
H (0.296, -5.466, 1.304)  0.36
H (1.616, -4.496, -0.672)  0.42
H (1.679, -2.033, -1.053)  -0.02
H (-0.943, -1.406, 2.219)  -0.17



The following is a DFT calculation (ωB97M-V/def2-TZVPD) of a cluster of 2 separate species, C5H11NO in total.

Properties
Max |F|: 0.006 Eh/bohr
Energy above the lowest of the compared OMol25 structures with the same formula, charge and spin: 75.9 kcal per mole
SMILES string: C[C@H]1CN1/C=C\O.[H][H]
LUMO level: 1.153 eV
Total energy: -327.010436 Eh
Kohn-Sham gap: 9.690 eV

Last column: natural (NBO) charge in e.
Geometry (Å):
C (-1.227, -1.311, 1.840)  -0.61
C (-1.204, -0.134, 0.900)  -0.07
C (-0.335, 1.047, 1.116)  -0.25
N (0.002, 0.052, 0.104)  -0.46
C (-0.157, 0.415, -1.265)  -0.18
C (0.714, -0.094, -2.137)  0.15
O (1.733, -0.906, -1.772)  -0.68
H (-1.443, -2.236, 1.294)  0.22
H (-1.995, -1.181, 2.611)  0.21
H (-0.256, -1.424, 2.331)  0.21
H (-2.142, 0.066, 0.378)  0.19
H (0.331, 1.084, 1.976)  0.20
H (-0.691, 2.016, 0.767)  0.20
H (-0.965, 1.080, -1.570)  0.19
H (0.692, 0.110, -3.202)  0.19
H (1.641, -0.998, -0.805)  0.50
H (2.901, 1.946, -1.048)  -0.01
H (2.951, 1.256, -1.320)  0.01